The following is a DFT calculation (the ωB97M-V functional and the def2-TZVPD basis) of a structure of composition C33H49CoN5O4P3.

ORCA input file:
```
! RIJCOSX wB97M-V def2-TZVPD def2/J DEFGRID3
* xyz 1 2
Co -0.09760 -0.27940 0.14738
O -1.05867 -2.63079 -2.41629
C -0.76198 -2.60420 -1.23709
O -1.20928 -1.74378 -0.37545
C 0.15647 -3.68848 -0.70519
C -0.16445 -4.99850 -1.04639
C 0.60446 -6.05907 -0.59855
C 1.73571 -5.82020 0.17014
C 2.08226 -4.51860 0.49028
C 1.29711 -3.44321 0.07055
P 1.78106 -1.73708 0.43329
C 2.64994 -1.81567 2.03909
C 2.31015 -2.72911 3.03364
C 2.89179 -2.65302 4.29162
C 3.81936 -1.66181 4.57422
C 4.17040 -0.75096 3.58690
C 3.59196 -0.82864 2.32973
C 3.13259 -1.36508 -0.73962
C 4.02280 -2.32035 -1.22475
C 5.04438 -1.95370 -2.08830
C 5.19457 -0.62669 -2.46794
C 4.31573 0.33246 -1.98408
C 3.28736 -0.03939 -1.13046
H -1.03090 -5.17025 -1.67004
H 0.32699 -7.07207 -0.85495
H 2.34922 -6.64217 0.51252
H 2.97678 -4.33836 1.07508
H 1.58987 -3.51180 2.83572
H 2.62094 -3.37542 5.04936
H 4.27719 -1.60788 5.55133
H 4.90385 0.01735 3.79382
H 3.88497 -0.11967 1.56688
H 3.91286 -3.36025 -0.94397
H 5.72652 -2.70446 -2.46333
H 5.99432 -0.34269 -3.13782
H 4.43004 1.36857 -2.27706
H 2.59233 0.70156 -0.76092
N 0.32826 0.02865 -1.77148
C 0.35406 -0.30218 -2.87973
N 0.43362 -0.63112 -4.13204
C 0.21112 0.33734 -5.20626
C 1.54876 0.65686 -5.85468
O 2.20483 -0.52029 -6.27322
C 2.46722 -1.39899 -5.19204
C 1.17581 -1.83504 -4.52927
H -0.26339 1.22844 -4.79568
H -0.46608 -0.12019 -5.93102
H 2.18321 1.20916 -5.14453
H 1.40349 1.26829 -6.74473
H 3.11740 -0.90392 -4.45518
H 2.99630 -2.25609 -5.60622
H 1.34254 -2.45632 -3.65119
H 0.54364 -2.38734 -5.22714
C -0.16581 4.88907 2.26357
N -0.44317 3.87402 1.26338
C -1.84319 3.49063 1.17392
P 0.70732 3.02955 0.45546
O 0.43513 1.56019 0.53637
N 2.20230 3.34410 1.05071
C 2.93149 4.57831 0.81302
C 2.76655 2.52338 2.11062
N 0.74815 3.63639 -1.07191
C 1.69081 3.06829 -2.02314
C -0.38663 4.28409 -1.70960
H -0.72768 5.80034 2.04604
H 0.88849 5.14035 2.28247
H -0.45468 4.54052 3.25936
H -2.45530 4.33071 0.83562
H -2.21736 3.17903 2.15239
H -1.97542 2.66489 0.47750
H 2.42612 5.18324 0.06471
H 3.93794 4.35037 0.45499
H 3.02776 5.16100 1.73358
H 2.25393 1.56833 2.16165
H 2.69455 3.02203 3.08320
H 3.82287 2.33786 1.90151
H 2.50470 2.57534 -1.49983
H 2.11364 3.86762 -2.63552
H 1.20964 2.33506 -2.67732
H -0.99394 4.80333 -0.97612
H -1.01254 3.56615 -2.25003
H -0.01936 5.02163 -2.42519
C -2.67972 0.07085 2.42976
P -1.01907 -0.61288 2.17260
C -0.07145 0.05411 3.56639
C -1.27523 -2.37527 2.52053
H -3.09580 -0.33285 3.35523
H -3.32425 -0.20638 1.59666
H -2.64463 1.15710 2.50114
H -0.59147 -0.13553 4.50741
H 0.04720 1.12825 3.43200
H 0.91766 -0.40238 3.60547
H -1.27205 -2.56330 3.59539
H -0.51780 -2.98326 2.03288
H -2.23753 -2.66753 2.10316
*
```

Properties
HOMO level (spin up / spin down): -10.20 / -11.11 eV
energy above the lowest of the compared OMol25 structures with the same formula, charge and spin: 15.5 kJ/mol
frontier orbital gap (spin up / spin down): 0.3077 / 0.3462 hartree
LUMO energy (spin up / spin down): -1.8 / -1.7 eV
max |F|: 0.399 eV Å⁻¹